Record 1
A 11-piece molecular cluster, C59H81Br2F9N11O5P2 overall, computed with ωB97M-V with the def2-TZVPD basis set.

As for the largest force on an atom: 4.15 eV/A. Its HOMO energy is -5.51 eV. The value obtained for the calculated total energy is -272242.9706 eV. The net charge is -1.

CARTESIAN COORDINATES (ANGSTROEM)
1 C 6.358 2.488 1.747
2 O 6.973 1.619 0.811
3 C 5.997 1.044 -0.056
4 C 6.589 -0.185 -0.776
5 C 5.862 -1.505 -0.422
6 C 4.975 -2.042 -1.560
7 C 4.036 -0.989 -2.176
8 C 2.923 -0.522 -1.199
9 C 1.566 -0.254 -1.921
10 P 2.062 0.888 -3.341
11 N 2.093 0.109 -4.741
12 O 0.813 0.632 -1.126
13 P -0.825 0.029 -0.831
14 C -1.453 1.135 -2.259
15 C -1.559 0.494 -3.640
16 O -2.563 -0.526 -3.688
17 C -2.639 -0.429 -0.372
18 C -3.350 0.702 0.364
19 C -4.884 0.593 0.332
20 F -5.359 -0.020 -0.743
21 F -5.210 -0.219 1.388
22 C -5.605 1.939 0.617
23 F -6.737 1.646 1.295
24 F -4.883 2.661 1.448
25 C -6.071 2.743 -0.618
26 F -6.949 2.101 -1.354
27 F -6.706 3.827 -0.128
28 C -4.948 3.293 -1.549
29 F -4.648 2.424 -2.464
30 F -5.463 4.338 -2.196
31 F -3.906 3.731 -0.911
32 C -0.275 -0.750 0.868
33 C 0.114 -2.208 0.880
34 O 1.194 -2.527 1.115
35 Br -1.165 -3.657 0.548
36 O -0.511 -1.370 -1.770
37 C 0.735 -1.503 -2.326
38 Br 1.586 -3.270 -2.031
39 H 5.428 2.901 1.340
40 H 6.098 1.938 2.660
41 H 7.012 3.331 1.978
42 H 5.177 0.672 0.572
43 H 5.638 1.800 -0.767
44 H 7.628 -0.265 -0.446
45 H 6.585 -0.040 -1.858
46 H 6.643 -2.256 -0.260
47 H 5.299 -1.425 0.513
48 H 5.609 -2.436 -2.363
49 H 4.351 -2.854 -1.178
50 H 4.625 -0.153 -2.557
51 H 3.551 -1.478 -3.027
52 H 3.220 0.458 -0.808
53 H 2.767 -1.218 -0.371
54 H 3.299 1.500 -3.032
55 H 1.115 1.927 -3.463
56 H 1.416 0.554 -5.357
57 H -0.952 1.243 -0.025
58 H -2.423 1.592 -2.050
59 H -0.754 1.973 -2.329
60 H -1.899 1.281 -4.342
61 H -0.603 0.149 -4.052
62 H -2.215 -1.234 -4.245
63 H -2.673 -1.300 0.290
64 H -3.138 -0.748 -1.293
65 H -3.100 0.591 1.423
66 H -3.002 1.697 0.078
67 H 0.616 -0.199 1.174
68 H -1.012 -0.558 1.653
69 H 0.628 -1.528 -3.413
70 N -5.123 0.280 6.103
71 C -5.917 1.278 6.606
72 C -6.605 1.837 5.560
73 C -6.215 1.148 4.379
74 C -5.306 0.194 4.742
75 H -4.505 -0.297 6.644
76 H -5.922 1.502 7.659
77 H -7.309 2.650 5.633
78 H -6.562 1.327 3.378
79 H -4.772 -0.537 4.156
80 N 3.111 -0.442 -7.628
81 C 3.763 -1.379 -8.373
82 C 4.329 -0.749 -9.454
83 C 4.004 0.628 -9.349
84 C 3.254 0.782 -8.209
85 H 2.601 -0.625 -6.773
86 H 3.769 -2.413 -8.071
87 H 4.910 -1.222 -10.229
88 H 4.288 1.415 -10.029
89 H 2.812 1.658 -7.765
90 N -4.990 7.509 3.531
91 C -5.418 6.895 2.384
92 C -5.516 5.553 2.636
93 C -5.137 5.345 3.989
94 C -4.820 6.569 4.517
95 H -4.825 8.494 3.634
96 H -5.614 7.465 1.491
97 H -5.827 4.803 1.931
98 H -5.103 4.403 4.514
99 H -4.488 6.852 5.502
100 N -2.872 -4.780 -4.863
101 C -1.528 -4.828 -4.593
102 C -1.317 -4.218 -3.384
103 C -2.583 -3.787 -2.901
104 C -3.521 -4.149 -3.832
105 H -3.311 -5.147 -5.686
106 H -0.842 -5.290 -5.284
107 H -0.357 -4.092 -2.896
108 H -2.779 -3.269 -1.975
109 H -4.590 -4.013 -3.852
110 N 8.576 -3.013 -3.870
111 C 9.512 -2.374 -3.104
112 C 10.223 -3.327 -2.424
113 C 9.697 -4.593 -2.799
114 C 8.685 -4.366 -3.694
115 H 7.911 -2.558 -4.469
116 H 9.589 -1.300 -3.108
117 H 11.030 -3.139 -1.735
118 H 10.025 -5.559 -2.453
119 H 8.034 -5.047 -4.217
120 N -6.641 -3.168 5.357
121 C -7.086 -3.789 4.223
122 C -7.183 -5.129 4.488
123 C -6.786 -5.324 5.837
124 C -6.460 -4.095 6.347
125 H -6.474 -2.180 5.449
126 H -7.292 -3.225 3.329
127 H -7.503 -5.886 3.791
128 H -6.744 -6.259 6.372
129 H -6.116 -3.801 7.324
130 N -7.556 7.345 5.783
131 C -8.702 6.604 5.814
132 C -9.500 7.098 6.814
133 C -8.807 8.185 7.408
134 C -7.612 8.313 6.747
135 H -6.785 7.199 5.146
136 H -8.851 5.790 5.124
137 H -10.472 6.722 7.089
138 H -9.145 8.802 8.224
139 H -6.799 9.007 6.881
140 N 4.972 -4.997 -7.042
141 C 4.565 -5.600 -8.202
142 C 4.444 -6.942 -7.958
143 C 4.786 -7.158 -6.596
144 C 5.103 -5.939 -6.058
145 H 5.145 -4.014 -6.930
146 H 4.399 -5.024 -9.096
147 H 4.142 -7.687 -8.676
148 H 4.795 -8.099 -6.072
149 H 5.410 -5.662 -5.063
150 N -1.759 1.181 4.690
151 C -0.551 0.538 4.634
152 C 0.379 1.430 4.170
153 C -0.293 2.661 3.941
154 C -1.609 2.476 4.273
155 H -2.623 0.766 4.989
156 H -0.458 -0.495 4.926
157 H 1.424 1.224 4.012
158 H 0.140 3.576 3.574
159 H -2.450 3.150 4.247
160 N 8.162 0.386 3.742
161 C 7.876 -0.941 3.901
162 C 8.176 -1.286 5.193
163 C 8.658 -0.118 5.840
164 C 8.635 0.897 4.919
165 H 8.044 0.906 2.888
166 H 7.485 -1.524 3.083
167 H 8.061 -2.266 5.626
168 H 8.984 -0.032 6.864
169 H 8.914 1.934 4.999



Record 2
One molecule with the formula C5Cl2F2N4, computed with ωB97M-V with the def2-TZVPD basis set.

As for the largest force on an atom: 7.68 eV/A. Its HOMO energy is -9.66 eV. The value obtained for the calculated total energy is -41621.9335 eV. The net charge is 0.

CARTESIAN COORDINATES (ANGSTROEM)
1 N -1.920 3.424 -0.189
2 F 2.908 0.157 -1.434
3 F 1.331 -2.276 2.090
4 Cl 1.074 2.529 -0.987
5 Cl -0.740 -0.494 2.934
6 N -0.955 1.561 1.190
7 N 2.149 -0.978 0.250
8 N -1.403 2.565 0.435
9 C 1.954 0.111 -0.506
10 C 1.321 -1.158 1.312
11 C 0.964 1.005 -0.314
12 C 0.245 -0.304 1.491
13 C -0.050 0.736 0.607



Record 3
A 3-piece molecular cluster, C5H10 overall, computed with ωB97M-V with the def2-TZVPD basis set.

As for the largest force on an atom: 4.64 eV/A. As for the energy above the lowest of the compared OMol25 structures with the same formula, charge and spin: 193.9 kcal per mole. Its HOMO energy is -5.70 eV. The value obtained for the calculated total energy is -5338.8584 eV. The net charge is 0.

CARTESIAN COORDINATES (ANGSTROEM)
1 C -0.503 -1.188 1.123
2 C 0.569 -0.312 0.576
3 C 0.021 0.791 -0.275
4 C -1.011 0.567 -1.260
5 C 0.637 1.985 -0.120
6 H -0.420 -1.507 2.124
7 H -1.485 -0.719 1.096
8 H -0.726 -2.118 0.537
9 H 1.484 -0.063 1.250
10 H 0.908 -1.257 -0.502
11 H -1.128 1.180 -2.198
12 H -1.754 -0.182 -1.088
13 H 1.267 -1.973 -0.945
14 H 0.736 2.687 -0.946
15 H 1.408 2.110 0.628